# 1
ORCA calculation (ωB97M-V with the def2-TZVPD basis set) on a single C4H5N3O3 molecule at a distorted geometry.

Geometry as XYZ:
```
15
Properties=species:S:1:pos:R:3
O 0.23 2.50 -0.97
O 2.50 -1.41 -0.58
O 0.19 1.56 0.93
N 0.45 1.45 -0.42
N -1.58 -0.59 0.16
N 0.56 -1.41 0.65
C -2.24 0.28 -0.34
C 1.42 -0.90 -0.26
C -0.78 -1.22 0.90
C 0.97 0.37 -0.98
H 1.31 0.45 -1.90
H -2.94 0.10 -1.26
H 0.09 2.45 1.24
H -1.35 -1.57 1.68
H 1.16 -2.05 1.15
```

* LUMO energy: 0.1 eV
* total charge: 0
* frontier orbital gap: 0.287 Eh

Need the Löwdin charges? In units of e they are:
1. O 0.023
2. O 0.054
3. O 0.076
4. N -0.323
5. N -0.061
6. N 0.124
7. C 0.047
8. C -0.435
9. C -0.156
10. C 0.077
11. H 0.088
12. H 0.079
13. H 0.131
14. H 0.116
15. H 0.160



# 2
ORCA calculation (ωB97M-V with the def2-TZVPD basis set) on a molecular structure, C46H60Cl2FMoN3O5Se at a distorted geometry.

Geometry as XYZ:
```
119
Properties=species:S:1:pos:R:3
Mo 0.93 -0.24 -1.34
Se 0.33 -3.43 -1.04
Cl -4.41 0.62 -1.60
Cl -1.72 1.79 -1.67
F 2.77 1.92 4.56
O 1.98 0.63 -0.13
O -0.06 -0.76 -0.02
O -0.02 -0.99 -2.60
O 1.99 0.54 -2.56
O 3.66 1.45 -3.74
N 6.20 4.90 6.35
N 4.60 4.16 4.54
N 4.91 3.52 -0.28
C -2.78 -3.33 1.75
C -2.87 0.30 -5.11
C -3.48 2.13 -1.75
C -2.72 -2.00 2.15
C 3.33 2.37 3.41
C -0.39 0.48 -4.85
C 4.72 5.61 4.53
C -3.83 -6.07 -3.33
C -1.81 0.31 2.30
C 4.49 2.89 -1.41
C 3.44 2.11 1.02
C -0.69 1.23 1.78
C -3.15 0.98 2.00
C -1.79 -1.08 1.68
C 7.20 4.59 0.10
C 5.97 5.98 5.35
C 4.74 3.82 2.14
C -3.61 -5.30 -5.69
C 3.08 1.29 -2.69
C -1.30 -0.96 -6.64
C -2.57 -2.67 -4.58
C 4.15 3.70 5.84
C -5.16 -4.11 -4.09
C -1.83 -3.78 0.85
C -3.83 -5.64 1.71
C 4.19 3.47 3.39
C 2.96 1.50 -0.17
C 6.94 4.58 -1.37
C -5.24 -3.60 1.94
C -1.62 0.17 3.81
C -1.63 -1.69 -4.29
C 5.79 4.65 -0.41
C 3.53 1.91 -1.41
C 4.91 4.46 6.94
C -3.82 -4.84 -4.24
C -1.54 -0.47 -5.20
C -0.83 -1.89 -3.15
C -3.72 -4.33 3.83
C -0.92 -1.52 0.68
C 2.98 1.70 2.27
C -0.90 -3.13 -2.50
C 4.38 3.17 0.96
C -1.80 -4.11 -2.85
C -3.88 -4.23 2.30
C -2.71 -3.86 -3.87
C -0.93 -2.88 0.32
H -2.07 -1.65 -6.96
H -3.99 -5.78 -2.29
H 5.81 6.93 5.88
H -1.77 -4.81 0.53
H 6.60 4.09 5.85
H -3.13 0.48 -4.08
H 3.83 6.07 4.96
H -2.62 -5.74 -5.80
H -5.32 -3.50 0.86
H -4.64 -6.23 2.12
H 4.82 5.98 3.51
H 4.94 3.20 -2.34
H 0.57 -0.03 -4.84
H -2.38 -0.45 4.27
H 0.28 0.75 1.91
H 4.37 5.35 7.28
H -3.67 -0.26 -5.58
H 4.36 2.63 5.93
H -0.69 2.15 2.36
H -5.37 -2.62 2.39
H -1.66 1.16 4.28
H 5.45 4.62 2.09
H 2.31 0.85 2.33
H 6.86 6.07 4.72
H -0.83 1.49 0.73
H 5.08 3.81 7.79
H -3.97 0.47 2.50
H -5.24 -3.26 -4.75
H -3.45 -1.66 2.87
H -6.04 -4.24 2.28
H -3.94 -5.61 0.63
H -2.89 -6.13 1.96
H 6.86 5.20 7.07
H -0.33 -1.45 -6.72
H 7.61 5.48 0.55
H -3.85 -3.36 4.31
H -4.46 -5.01 4.24
H -1.79 -5.05 -2.31
H -2.90 -6.63 -3.41
H -1.31 -0.10 -7.31
H -3.35 0.96 0.93
H 5.25 5.59 -0.32
H -3.74 2.79 -0.93
H -4.35 -6.05 -5.95
H -2.77 1.25 -5.63
H -0.34 1.25 -5.62
H -5.28 -3.76 -3.06
H 7.16 5.47 -1.95
H -3.69 2.58 -2.72
H -5.98 -4.79 -4.31
H -2.73 -4.70 4.07
H -3.14 2.01 2.34
H 3.07 3.84 5.99
H -3.70 -4.48 -6.39
H 7.11 3.66 -1.90
H -3.24 -2.50 -5.40
H -4.65 -6.72 -3.62
H -0.55 0.99 -3.90
H 7.54 3.67 0.55
H -0.64 -0.27 4.04
```

* LUMO energy (alpha / beta): -6.1 / -6.2 eV
* total charge: +2
* frontier orbital gap (alpha / beta): 0.187 / 0.188 Eh

Atomic partial charges in e from the Löwdin method, atoms 1 to 99:
1. Mo 1.800
2. Se 1.143
3. Cl 0.553
4. Cl 0.560
5. F 0.072
6. O -0.234
7. O -0.394
8. O -0.375
9. O -0.235
10. O 0.162
11. N 0.057
12. N -0.093
13. N 0.035
14. C -0.149
15. C -0.030
16. C -0.944
17. C 0.026
18. C -0.162
19. C -0.064
20. C -0.113
21. C -0.056
22. C -0.524
23. C 0.100
24. C -0.043
25. C -0.065
26. C -0.027
27. C -0.076
28. C -0.082
29. C -0.070
30. C 0.078
31. C -0.032
32. C -0.479
33. C -0.031
34. C 0.031
35. C -0.127
36. C -0.033
37. C -0.036
38. C -0.053
39. C -0.108
40. C -0.171
41. C -0.065
42. C -0.031
43. C -0.033
44. C -0.073
45. C -0.257
46. C -0.003
47. C -0.077
48. C -0.553
49. C -0.525
50. C -0.280
51. C -0.034
52. C -0.271
53. C 0.108
54. C -0.385
55. C -0.092
56. C -0.041
57. C -0.553
58. C -0.150
59. C -0.384
60. H 0.077
61. H 0.077
62. H 0.145
63. H 0.102
64. H 0.194
65. H 0.032
66. H 0.144
67. H 0.093
68. H 0.090
69. H 0.091
70. H 0.127
71. H 0.160
72. H 0.089
73. H 0.079
74. H 0.055
75. H 0.144
76. H 0.087
77. H 0.138
78. H 0.091
79. H 0.077
80. H 0.086
81. H 0.108
82. H 0.133
83. H 0.141
84. H 0.015
85. H 0.148
86. H 0.087
87. H 0.078
88. H 0.107
89. H 0.090
90. H 0.079
91. H 0.089
92. H 0.199
93. H 0.096
94. H 0.109
95. H 0.076
96. H 0.089
97. H 0.099
98. H 0.089
99. H 0.091



# 3
ORCA calculation (ωB97M-V with the def2-TZVPD basis set) on 2 unconnected molecules or ions with the total composition CH4NO3.

Geometry as XYZ:
```
9
Properties=species:S:1:pos:R:3
O -0.14 0.04 1.58
O -1.14 0.85 -0.29
O -0.75 -2.36 -1.24
N 1.05 1.31 0.14
C -0.20 0.69 0.50
H 1.00 2.27 -0.16
H -0.54 -2.63 -0.33
H -1.00 -1.43 -1.09
H 1.73 1.26 0.89
```

* LUMO energy: 4.5 eV
* total charge: -1
* frontier orbital gap: 0.315 Eh

Need the Löwdin charges? In units of e they are:
1. O -0.122
2. O -0.102
3. O -0.091
4. N 0.061
5. C -0.878
6. H 0.046
7. H 0.028
8. H 0.011
9. H 0.046



# 4
ORCA calculation (ωB97M-V with the def2-TZVPD basis set) on 2 unconnected molecules or ions with the total composition CH4N3O2 at a distorted geometry.

Geometry as XYZ:
```
10
Properties=species:S:1:pos:R:3
O 1.99 0.77 -0.34
O 2.02 -1.41 0.31
N -1.04 -0.93 -0.03
N -0.79 1.30 0.42
N -0.28 0.00 0.65
C 1.69 -0.29 0.16
H -1.85 1.25 0.20
H -1.05 -0.70 -1.08
H -0.32 1.74 -0.35
H -0.37 -1.74 0.06
```

* LUMO energy: 4.4 eV
* total charge: -1
* frontier orbital gap: 0.228 Eh

Need the Löwdin charges? In units of e they are:
1. O -0.009
2. O 0.032
3. N -0.136
4. N -0.091
5. N -0.349
6. C -0.605
7. H 0.062
8. H 0.042
9. H -0.003
10. H 0.057



# 5
ORCA calculation (ωB97M-V with the def2-TZVPD basis set) on a molecular structure, C2H17NO5 at a distorted geometry.

Geometry as XYZ:
```
25
Properties=species:S:1:pos:R:3
O -2.24 -1.70 0.93
O 0.95 -0.86 3.20
O 2.57 -1.02 1.22
O -0.87 0.46 1.53
O -3.40 0.78 -0.54
N 0.76 0.51 -0.35
C 0.81 1.11 -2.81
C 0.26 0.25 -1.69
H -1.15 1.38 1.56
H 0.44 -0.80 -1.93
H -3.34 0.79 -1.50
H 0.10 -1.10 3.58
H -2.93 0.07 -0.10
H 0.74 1.51 -0.21
H 1.71 0.18 -0.16
H -0.02 1.63 -3.28
H 2.67 -0.93 2.19
H 0.01 0.37 0.74
H 1.54 1.85 -2.49
H 0.69 -0.38 2.39
H -1.69 -0.94 1.23
H 1.38 0.60 -3.60
H -1.61 -2.39 0.68
H -0.82 0.09 -1.66
H 3.44 -1.45 1.09
```

* LUMO energy: 0.4 eV
* total charge: 0
* frontier orbital gap: 0.390 Eh

Need the Löwdin charges? In units of e they are:
1. O -0.092
2. O -0.086
3. O -0.081
4. O -0.228
5. O -0.066
6. N 0.028
7. C -0.083
8. C -0.269
9. H 0.041
10. H 0.114
11. H 0.022
12. H 0.048
13. H -0.012
14. H 0.120
15. H 0.087
16. H 0.072
17. H 0.042
18. H 0.033
19. H 0.070
20. H -0.003
21. H -0.027
22. H 0.071
23. H 0.031
24. H 0.101
25. H 0.064



# 6
ORCA calculation (ωB97M-V with the def2-TZVPD basis set) on a gas-phase ion, C4H9N4O2 (charge +1) at a distorted geometry.

Geometry as XYZ:
```
19
Properties=species:S:1:pos:R:3
O -2.24 1.56 0.69
O -3.33 0.23 -0.56
N -1.34 -0.38 0.24
N 0.90 -1.35 0.57
N -2.42 0.58 0.09
N -0.05 -2.19 -0.23
C 0.19 -0.05 0.93
C 0.86 1.17 0.33
C -1.19 -1.63 -0.35
C 1.40 0.99 -1.10
H 1.29 -1.94 1.28
H 1.77 -0.87 0.01
H 0.07 -0.05 1.94
H 2.42 0.60 -1.07
H -1.90 -2.28 -0.89
H 1.51 1.43 1.12
H 1.35 2.01 -1.61
H 0.68 0.30 -1.70
H 0.05 1.86 0.32
```

* LUMO energy: -3.9 eV
* total charge: +1
* frontier orbital gap: 0.410 Eh

Need the Löwdin charges? In units of e they are:
1. O 0.166
2. O 0.173
3. N 0.105
4. N 0.100
5. N -0.418
6. N 0.101
7. C -0.077
8. C -0.190
9. C -0.110
10. C -0.061
11. H 0.176
12. H 0.212
13. H 0.120
14. H 0.077
15. H 0.172
16. H 0.122
17. H 0.119
18. H 0.115
19. H 0.099



# 7
ORCA calculation (ωB97M-V with the def2-TZVPD basis set) on a molecular structure, C53H40AsCoF3N2O2Sb at a distorted geometry.

Geometry as XYZ:
```
103
Properties=species:S:1:pos:R:3
Sb 1.60 1.73 -1.27
As -1.60 -0.56 0.45
Co 0.81 -0.63 -0.32
F -2.80 4.35 -4.81
F 6.41 1.91 -5.26
F 3.09 6.27 2.72
O 0.32 -1.49 -2.26
O 2.18 -0.35 0.97
N 0.88 -2.50 0.12
N 1.11 -2.98 1.27
C -3.35 -1.57 4.73
C 0.43 -1.08 -3.62
C 5.61 1.63 -3.07
C 1.71 5.50 0.99
C 3.54 4.16 1.82
C -1.10 -5.29 -1.35
C -1.36 -4.75 -2.60
C 3.18 -1.08 4.32
C -3.51 -2.63 -0.25
C -0.37 -4.56 -0.43
C 3.03 2.06 -4.02
C -2.07 2.60 -3.44
C 2.14 3.33 0.04
C -2.92 -1.44 -0.68
C -2.12 1.31 0.53
C 4.10 2.09 -4.90
C -2.00 -1.77 4.49
C -1.07 2.07 -2.66
C 2.77 -3.03 5.78
C -2.66 4.01 0.91
C -4.41 -3.30 -1.06
C -0.17 -2.77 -2.02
C 2.32 -1.01 2.06
C 3.24 1.83 -2.66
C -3.22 -0.97 -1.96
C 1.81 -2.35 2.21
C -1.24 2.11 1.26
C 0.15 2.72 -2.49
C -2.28 -1.03 2.21
C -4.11 -1.65 -2.77
C 4.54 1.60 -2.20
C 3.21 3.16 0.91
C 1.42 -4.31 3.71
C 1.97 -3.03 3.48
C 0.36 3.94 -3.13
C -1.84 3.82 -4.06
C -3.27 1.88 -0.02
C -3.53 3.23 0.17
C -0.90 -3.49 -2.94
C -0.64 4.50 -3.92
C -4.17 -1.10 3.71
C 3.01 -0.42 3.15
C 0.11 -3.29 -0.75
C 5.37 1.88 -4.41
C 2.78 5.31 1.84
C 1.53 -4.90 4.95
C 1.38 4.50 0.09
C 2.65 -2.39 4.53
C -4.71 -2.82 -2.32
C -1.47 -1.49 3.23
C -3.64 -0.83 2.46
C 2.21 -4.26 5.99
C -1.51 3.45 1.46
H -3.02 2.10 -3.59
H -5.22 -0.94 3.90
H -3.26 -3.03 0.73
H 3.30 -2.53 6.58
H 0.90 -4.80 2.91
H 1.14 6.42 1.04
H 1.05 -0.18 -3.63
H -0.50 5.44 -4.43
H 4.37 4.05 2.50
H -0.41 -1.64 3.06
H -0.83 4.06 2.05
H -2.76 -0.06 -2.32
H 1.08 -5.87 5.12
H -4.87 -4.21 -0.70
H -1.22 1.12 -2.15
H -0.55 -0.85 -4.04
H -3.76 -1.78 5.71
H -4.42 3.67 -0.26
H 1.30 4.46 -3.03
H 3.71 -0.60 5.14
H -1.12 -3.09 -3.92
H 4.72 1.39 -1.15
H 2.03 2.22 -4.40
H 6.62 1.46 -2.73
H -4.29 -0.46 1.67
H -0.15 -4.95 0.56
H 3.95 2.28 -5.95
H 0.93 -1.85 -4.21
H 3.79 2.25 0.89
H -2.87 5.06 1.06
H -1.94 -5.32 -3.32
H -3.96 1.26 -0.59
H 2.28 -4.74 6.96
H 0.54 4.63 -0.57
H 3.40 0.58 3.00
H -0.35 1.66 1.69
H -5.41 -3.34 -2.95
H -1.46 -6.27 -1.09
H -4.33 -1.27 -3.76
H -1.34 -2.14 5.27
```

* LUMO energy (alpha / beta): -3.6 / -3.5 eV
* spin multiplicity: 2
* total charge: +1
* frontier orbital gap (alpha / beta): 0.241 / 0.247 Eh

Atomic partial charges in e from the Löwdin method, atoms 1 to 99:
1. Sb 1.626
2. As 1.391
3. Co 0.286
4. F 0.083
5. F 0.083
6. F 0.081
7. O -0.204
8. O -0.170
9. N -0.040
10. N 0.126
11. C -0.069
12. C -0.032
13. C 0.005
14. C 0.001
15. C 0.004
16. C -0.067
17. C -0.059
18. C 0.016
19. C -0.103
20. C -0.001
21. C -0.126
22. C 0.006
23. C -0.347
24. C -0.359
25. C -0.386
26. C 0.005
27. C -0.066
28. C -0.149
29. C -0.025
30. C -0.066
31. C -0.066
32. C -0.230
33. C -0.303
34. C -0.352
35. C -0.122
36. C -0.164
37. C -0.131
38. C -0.371
39. C -0.356
40. C -0.073
41. C -0.115
42. C -0.122
43. C -0.021
44. C -0.110
45. C -0.121
46. C -0.271
47. C -0.106
48. C -0.067
49. C -0.011
50. C 0.013
51. C -0.064
52. C 0.011
53. C -0.193
54. C -0.277
55. C -0.276
56. C -0.061
57. C -0.126
58. C -0.168
59. C -0.071
60. C -0.089
61. C -0.108
62. C -0.071
63. C -0.076
64. H 0.122
65. H 0.110
66. H 0.107
67. H 0.117
68. H 0.099
69. H 0.127
70. H 0.068
71. H 0.128
72. H 0.125
73. H 0.074
74. H 0.106
75. H 0.069
76. H 0.109
77. H 0.113
78. H 0.043
79. H 0.101
80. H 0.109
81. H 0.111
82. H 0.116
83. H 0.126
84. H 0.118
85. H 0.094
86. H 0.092
87. H 0.126
88. H 0.107
89. H 0.105
90. H 0.126
91. H 0.115
92. H 0.087
93. H 0.109
94. H 0.116
95. H 0.101
96. H 0.108
97. H 0.091
98. H 0.113
99. H 0.096



# 8
ORCA calculation (ωB97M-V with the def2-TZVPD basis set) on a single C6H5BrO2 molecule at a distorted geometry.

Geometry as XYZ:
```
14
Properties=species:S:1:pos:R:3
Br 2.52 0.31 -0.14
O -1.18 -1.38 -0.13
O -2.73 0.20 -0.55
C -0.22 2.26 0.23
C 0.17 -1.40 -0.02
C 0.68 -0.04 -0.05
C 0.89 -2.52 0.12
C -0.35 0.85 -0.09
C -1.59 -0.07 -0.28
H 0.45 -3.47 0.15
H 1.95 -2.47 0.14
H 0.17 2.27 1.17
H 0.47 2.78 -0.53
H -1.22 2.67 0.00
```

* LUMO energy: -0.4 eV
* total charge: 0
* frontier orbital gap: 0.328 Eh

Need the Löwdin charges? In units of e they are:
1. Br 0.836
2. O 0.107
3. O 0.141
4. C -0.047
5. C -0.386
6. C -0.593
7. C 0.112
8. C -0.192
9. C -0.357
10. H 0.062
11. H 0.038
12. H 0.052
13. H 0.123
14. H 0.104



The calculation returns the following relative energy (zero: lowest compared OMol25 entry of this formula, charge and spin) values, one per record and in order: 188.2; 48.2; 5.2; 26.7; 42.4; 142.3; 6.9; 0.0 kcal per mole.